[1]
19
Properties=species:S:1:pos:R:3:forces:R:3 method="wB97M-V/def2-TZVPD" smiles=NCC[C@@H](N)CO gap_ev=9.91 relative_energy_kj_mol=163.8 energy_ha=-344.3226 e_lumo_ev=0.935 homo_energy_ev=-8.9767
N -1.1799 2.0499 -0.5405 0.565 0.317 -0.204
C -1.5679 1.0066 0.4205 -1.518 0.018 -0.553
C -0.9410 -0.3227 0.0656 1.337 0.233 -1.275
C 0.5825 -0.2137 -0.2158 0.734 -0.025 0.371
N 1.3065 0.6003 0.7869 -0.669 -0.841 -0.149
C 1.1794 -1.6313 -0.2764 -0.011 -0.133 -0.534
O 2.5850 -1.5361 -0.2601 0.335 0.164 0.152
H -1.0210 1.6465 -1.4577 0.222 -0.230 0.144
H -1.9238 2.7137 -0.7266 -0.010 -0.021 0.505
H -1.4092 1.2699 1.4671 0.438 0.339 -0.152
H -2.6551 0.9285 0.3057 -0.087 -0.511 0.479
H -1.0377 -1.1204 0.7981 -0.539 0.179 0.269
H -1.3549 -0.6475 -0.8906 -0.436 -0.329 0.102
H 0.8326 0.1830 -1.2039 -0.385 0.395 0.105
H 0.9518 0.2215 1.6625 0.392 0.400 0.371
H 0.9862 1.5613 0.7265 -0.100 -0.031 -0.045
H 0.7550 -2.3006 0.4829 0.295 0.207 0.342
H 0.9114 -2.0873 -1.2389 -0.403 0.070 0.035
H 3.0002 -2.3218 0.0947 -0.163 -0.201 0.039


[2]
19
Properties=species:S:1:pos:R:3:forces:R:3 method="wB97M-V/def2-TZVPD" gap_ev=8.21 relative_energy_kj_mol=574.4 energy_ha=-344.1662 e_lumo_ev=0.924 homo_energy_ev=-7.2891
C 1.4579 -0.9741 0.4070 -1.237 -3.145 -0.841
N -0.7098 -2.6791 0.4293 0.535 -0.475 0.636
O -0.1805 -1.5075 -0.1026 1.689 1.015 0.445
H -1.0623 -3.2761 -0.3187 0.455 0.341 -0.165
H -1.5200 -2.4507 1.0054 0.267 0.318 -0.012
H 1.8853 -0.7144 -0.5550 -0.330 0.161 -0.038
H 1.8298 -0.3388 1.2083 -1.365 0.472 0.100
H 1.7359 -1.9909 0.6671 0.286 -0.102 -0.128
C 0.7481 2.0867 0.2862 0.146 -0.437 -0.037
N -1.1474 0.8013 -1.6198 -0.180 0.115 -0.403
C -1.2345 0.6230 -0.2566 1.509 1.011 1.301
C -0.2893 1.0567 0.6408 -2.168 1.089 -0.988
H -0.2209 0.9850 -1.9756 -0.078 0.008 0.040
H -1.6303 0.1103 -2.1732 0.072 0.048 0.048
H -2.1583 0.1837 0.0887 0.056 -0.285 0.008
H -0.5812 1.0154 1.6812 0.091 -0.243 0.112
H 1.2815 1.8254 -0.6314 0.156 0.056 -0.016
H 0.3122 3.0776 0.1313 -0.013 -0.008 0.020
H 1.4837 2.1665 1.0877 0.107 0.060 -0.084


[3]
19
Properties=species:S:1:pos:R:3:forces:R:3 method="wB97M-V/def2-TZVPD" gap_ev=9.82 relative_energy_kj_mol=391.0 energy_ha=-344.2361 e_lumo_ev=1.088 homo_energy_ev=-8.7334
C 1.5435 0.6708 0.6623 -0.175 -0.494 0.595
C -0.7559 0.6233 -0.0518 -0.043 -0.130 0.142
C -0.6329 -0.8344 -0.4527 2.406 -0.780 -3.001
C -1.6433 -1.2437 -1.5061 -0.629 0.209 0.192
N 0.1645 1.0049 1.0320 0.364 0.610 -0.475
N 1.6415 -0.7595 0.8573 0.944 0.215 -0.345
O 0.1155 2.4543 1.0983 -0.250 -0.412 0.413
H -0.1294 2.6056 2.0251 0.091 0.022 -0.394
H 1.6479 -0.9823 1.8496 0.647 -0.246 -0.502
H 2.3742 -1.1312 0.2334 -0.485 -0.158 1.260
H 1.7704 0.9273 -0.3783 -0.048 -0.017 -0.094
H 2.2440 1.2060 1.3079 -0.291 0.398 -0.041
H -0.6133 1.2576 -0.9342 0.097 0.133 0.052
H -1.7718 0.7979 0.3288 0.118 -0.014 -0.126
H -0.7930 -1.4708 0.4206 0.870 -0.102 -0.221
H 0.5402 -1.0600 -1.1987 -3.483 0.648 2.828
H -1.5606 -0.6086 -2.3896 -0.161 -0.020 -0.028
H -2.6600 -1.1782 -1.0925 0.022 0.054 -0.275
H -1.4814 -2.2790 -1.8113 0.007 0.085 0.020


[4]
19
Properties=species:S:1:pos:R:3:forces:R:3 method="wB97M-V/def2-TZVPD" smiles="CC/C(N)=C/N.O" gap_ev=8.23 relative_energy_kj_mol=147.4 energy_ha=-344.3289 e_lumo_ev=0.848 homo_energy_ev=-7.3840
C 2.0823 0.4683 0.8820 -0.834 -0.011 -0.648
C 0.8562 -0.3155 1.3580 -0.059 -0.005 -0.630
C -0.4005 -0.1225 0.5084 0.817 0.574 1.071
N -1.0648 -1.3494 0.2666 -0.450 -0.352 0.116
C -0.7383 1.0757 0.0319 -0.427 -0.360 -1.291
N -1.6658 1.2374 -1.0094 -0.459 0.027 0.026
H 1.7913 1.4950 0.6854 0.160 0.291 0.303
H 2.4218 0.1115 -0.0970 0.214 -0.192 0.315
H 2.8537 0.4377 1.6352 0.436 -0.003 0.003
H 0.6956 -0.0657 2.3996 -0.284 -0.094 0.337
H 1.0759 -1.3844 1.2879 0.172 0.009 0.268
H -0.8343 -1.9778 1.0340 -0.188 -0.034 -0.423
H -2.0841 -1.3491 0.1720 0.483 0.399 0.059
H -0.1928 1.9866 0.1997 0.373 -0.113 0.375
H -2.0843 2.1428 -1.1566 0.054 -0.130 0.238
H -2.3126 0.4824 -1.1584 -0.138 0.079 -0.007
O -0.0380 -0.9676 -2.7503 0.334 0.001 0.474
H -0.8843 -1.1094 -2.3153 -0.073 -0.083 -0.126
H 0.5228 -0.7963 -1.9737 -0.128 -0.001 -0.461


[5]
19
Properties=species:S:1:pos:R:3:forces:R:3 method="wB97M-V/def2-TZVPD" smiles="[H]/N=C(/C)CN.CO" gap_ev=10.60 relative_energy_kj_mol=166.1 energy_ha=-344.3218 e_lumo_ev=0.852 homo_energy_ev=-9.7531
H -1.8623 -0.1578 0.8255 0.312 0.010 -0.014
N -0.9618 -0.1768 1.3208 0.808 1.144 -0.424
C -0.1339 0.6707 0.7907 -1.125 -1.238 0.234
C 1.2455 0.8210 1.3769 -0.274 0.207 0.109
C -0.4871 1.4652 -0.4586 -0.259 0.022 0.444
N -0.5889 2.8808 -0.1160 0.023 0.455 -0.129
H 1.2246 0.6006 2.4480 -0.001 -0.080 -0.237
H 1.6151 1.8393 1.2345 -0.019 -0.121 -0.083
H 1.9222 0.1220 0.8788 0.000 0.058 -0.005
H -1.4402 1.1134 -0.8664 0.145 -0.445 -0.031
H 0.2924 1.3048 -1.2087 -0.033 0.111 0.058
H -1.3452 3.0172 0.5543 0.205 -0.044 -0.179
H -0.8466 3.4061 -0.9506 0.149 -0.035 0.274
C 0.3778 -3.1162 -1.1311 -0.084 0.058 0.068
O -0.0984 -1.7828 -1.0889 -0.170 0.212 0.582
H 1.0329 -3.2964 -0.2751 0.062 -0.254 -0.091
H 0.9405 -3.2680 -2.0554 -0.105 0.082 0.116
H -0.4711 -3.8032 -1.1048 0.153 -0.250 -0.021
H -0.4154 -1.6399 -0.1738 0.213 0.108 -0.671


[6]
19
Properties=species:S:1:pos:R:3:forces:R:3 method="wB97M-V/def2-TZVPD" gap_ev=9.60 relative_energy_kj_mol=530.1 energy_ha=-344.1831 e_lumo_ev=0.587 homo_energy_ev=-9.0170
C 1.2111 -0.7244 0.2635 -0.146 -0.456 -0.441
C -0.7969 0.8740 0.7773 -0.242 -0.832 -0.041
C -0.0619 -0.4573 1.0640 -0.954 -0.021 -0.293
C 0.9867 -0.7081 -1.2524 0.036 -0.083 0.199
N -1.6611 -0.0596 0.1533 0.958 -0.673 2.054
N 2.2603 0.1945 0.7201 -0.165 0.120 0.053
O -3.0266 1.2525 -1.0068 1.127 -0.743 -0.568
H -3.8312 0.7283 -0.9289 0.127 -0.043 0.035
H -2.2457 0.5444 -1.0439 -1.811 1.306 -0.541
H 1.5462 -1.7296 0.5477 -0.012 0.100 -0.052
H 2.0612 1.1436 0.4115 -0.021 -0.128 0.041
H 3.1549 -0.0566 0.3100 -0.136 -0.051 0.060
H -1.1690 1.3457 1.6877 0.072 0.237 -0.111
H -0.2594 1.5372 0.0984 0.031 0.069 0.117
H 0.1301 -0.5455 2.1320 -0.408 -0.042 0.088
H -1.0961 -1.2276 0.9703 1.652 1.170 -0.614
H 0.2138 -1.4193 -1.5347 -0.062 -0.022 -0.059
H 1.9063 -0.9735 -1.7797 -0.005 0.045 0.095
H 0.6772 0.2813 -1.5893 -0.041 0.047 -0.023


[7]
19
Properties=species:S:1:pos:R:3:forces:R:3 method="wB97M-V/def2-TZVPD" smiles=NCCCNCO gap_ev=9.80 relative_energy_kj_mol=230.8 energy_ha=-344.2971 e_lumo_ev=0.947 homo_energy_ev=-8.8581
N 1.2488 -0.5455 -1.6907 -2.791 0.080 0.419
C 1.9006 0.5221 -0.9387 -1.062 -1.961 1.862
C 1.5333 0.5720 0.5669 -1.169 0.881 -1.217
C -0.0354 0.6311 0.6467 0.352 0.860 -2.031
N -0.6813 -0.6287 0.8596 0.118 -1.091 1.279
C -2.0581 -0.6166 0.8277 -1.981 0.268 -1.117
O -2.4658 -0.5405 -0.6306 -2.036 2.182 0.737
H 0.1852 -0.5220 -1.4498 2.349 0.130 -0.899
H 1.5089 -1.4726 -1.3852 0.474 -0.076 0.150
H 2.9338 0.3948 -0.9417 1.945 -0.106 -0.685
H 1.6138 1.4242 -1.3642 -0.281 1.776 -0.925
H 1.8268 -0.3665 1.0305 0.315 0.125 0.351
H 2.0754 1.4821 0.9979 -1.003 -1.316 -0.145
H -0.5791 1.2067 -0.2121 1.490 -1.023 0.525
H -0.3217 1.2560 1.4217 -0.427 1.036 2.119
H -0.3773 -1.4986 0.4560 0.845 0.369 -0.309
H -2.4939 0.2294 1.4580 0.443 -0.992 -1.011
H -2.5250 -1.5841 1.0554 0.484 0.305 0.798
H -3.2892 0.0569 -0.7073 1.935 -1.448 0.098


[8]
19
Properties=species:S:1:pos:R:3:forces:R:3 method="wB97M-V/def2-TZVPD" smiles=NCCCNCO gap_ev=10.05 relative_energy_kj_mol=236.7 energy_ha=-344.2949 e_lumo_ev=1.076 homo_energy_ev=-8.9731
N 1.3378 3.1031 0.4332 1.102 2.698 -0.739
C 0.1950 2.2307 0.2544 1.006 -1.744 1.781
C 0.6171 0.7529 -0.1261 1.533 0.735 0.336
C -0.3614 -0.3198 0.3142 -0.513 0.486 -2.766
N -0.4348 -1.2950 -0.8266 -1.101 -0.724 1.384
C -1.1083 -2.5130 -0.4809 1.654 -1.417 0.665
O -0.1254 -3.5324 0.0047 0.467 0.790 0.399
H 1.5486 3.4603 1.3763 -0.550 -0.863 -0.507
H 1.3140 4.0015 -0.1275 -0.196 -1.776 0.623
H -0.4585 2.6137 -0.5157 -0.475 0.015 0.090
H -0.2745 2.1097 1.2568 -0.458 0.368 -0.797
H 1.5507 0.3783 0.3527 -0.138 1.221 -0.035
H 0.9153 0.7831 -1.1948 -0.763 -0.448 0.340
H -0.1598 -0.6500 1.3274 0.513 -0.746 -0.037
H -1.3450 0.1162 0.3678 -0.668 0.200 0.029
H 0.4053 -1.4072 -1.3740 0.098 -0.090 0.273
H -1.7051 -2.2574 0.4131 -0.471 -0.400 -0.871
H -1.5635 -3.1200 -1.2822 -0.582 1.250 0.033
H -0.3475 -4.4547 -0.1727 -0.457 0.444 -0.201


[9]
19
Properties=species:S:1:pos:R:3:forces:R:3 method="wB97M-V/def2-TZVPD" smiles=CNC[C@H](N)CO gap_ev=8.88 relative_energy_kj_mol=220.0 energy_ha=-344.3012 e_lumo_ev=0.987 homo_energy_ev=-7.8946
C 0.0275 -2.4904 -0.0451 -0.103 -0.608 -0.679
N 0.0684 -1.2880 -0.8349 -0.063 -0.141 0.323
C 0.8905 -0.1177 -0.6701 0.228 0.025 -0.140
C -0.0277 1.1093 -0.3135 0.829 -0.340 -0.115
N 0.4726 2.4586 -0.4472 -0.431 -0.117 -0.306
C -0.5260 0.9059 1.1120 -0.758 -1.747 -0.594
O -1.9205 1.1701 1.2603 0.135 0.792 0.076
H 0.2399 -3.3642 -0.6778 0.262 -0.012 0.085
H -0.9688 -2.7193 0.3456 -0.037 0.324 0.378
H 0.7555 -2.5163 0.7615 0.011 0.326 0.070
H -0.5626 -1.2795 -1.6139 0.036 0.085 -0.052
H 1.6870 -0.2885 0.0615 -0.227 -0.100 0.222
H 1.4294 0.0276 -1.6156 -0.044 0.573 0.058
H -0.7411 1.0007 -1.1388 -0.755 0.165 0.790
H 0.5377 2.6947 -1.4196 0.583 0.518 0.014
H 1.1996 2.7994 0.1654 0.093 -0.303 -0.324
H -0.4561 -0.1711 1.3284 0.563 0.254 0.087
H 0.1531 1.4570 1.7749 -0.404 0.179 0.153
H -2.2585 0.6118 1.9668 0.082 0.128 -0.048


[10]
19
Properties=species:S:1:pos:R:3:forces:R:3 method="wB97M-V/def2-TZVPD" smiles=C[C@@H](CO)CNN gap_ev=9.70 relative_energy_kj_mol=258.1 energy_ha=-344.2867 e_lumo_ev=0.861 homo_energy_ev=-8.8374
C 1.4622 0.5111 -0.4393 -0.040 0.061 -0.050
C -0.0183 0.1687 -0.4997 -0.840 -1.702 -2.364
C -0.3464 -0.8528 -1.7978 0.717 1.604 1.261
O 0.7460 -1.6926 -2.1130 0.111 -0.131 0.275
C -0.5727 -0.5420 0.6965 0.667 2.051 2.800
N -0.2249 0.3133 2.0149 -0.461 -1.684 -1.786
N -0.9471 1.5483 2.0982 0.021 0.174 -0.064
H 1.8406 0.7563 -1.4369 -0.065 -0.070 0.117
H 2.0524 -0.3238 -0.0497 -0.046 0.118 -0.024
H 1.6304 1.3784 0.2058 -0.022 -0.206 0.019
H -0.6012 1.0730 -0.7015 0.034 -0.054 0.054
H -0.5291 -0.2091 -2.6619 0.178 -0.202 -0.025
H -1.2436 -1.4589 -1.6412 -0.083 0.197 0.315
H 0.9838 -2.2069 -1.3253 -0.139 0.189 -0.345
H -0.1146 -1.5252 0.8347 0.029 0.092 0.135
H -1.6607 -0.6514 0.6479 0.027 -0.059 -0.142
H -0.4870 -0.2820 2.8083 -0.156 0.560 -0.378
H -1.6640 1.6580 1.3771 0.163 -0.362 0.250
H -0.3058 2.3378 1.9829 -0.096 -0.577 -0.049


[11]
19
Properties=species:S:1:pos:R:3:forces:R:3 method="wB97M-V/def2-TZVPD" gap_ev=7.39 relative_energy_kj_mol=368.6 energy_ha=-344.2446 e_lumo_ev=0.457 homo_energy_ev=-6.9345
C -0.7864 0.6524 -1.7386 -0.435 0.603 -0.068
C 1.2837 1.7342 -1.2597 -0.526 -0.294 -0.392
N 0.4328 0.8480 -0.9803 0.216 -0.042 -0.287
H -1.6010 0.6837 -1.0118 0.092 -0.179 0.046
H -0.7621 -0.3163 -2.2309 0.106 -0.087 -0.005
H -0.9254 1.4477 -2.4734 0.160 -0.050 -0.127
H 1.0590 2.3982 -2.0909 0.378 0.203 0.034
H 2.2137 1.7806 -0.7073 -0.048 0.213 0.130
H 0.5338 0.1540 0.0261 0.077 -0.518 0.590
C 0.0903 -1.9591 0.5902 0.450 -0.905 0.404
N 0.4690 -0.6587 1.1121 0.176 0.791 -1.063
C -0.6488 0.0850 1.8337 -0.648 0.382 0.085
O -1.4576 0.6463 0.9574 -0.063 -0.245 0.203
H -0.8680 -1.9417 0.0783 -0.090 0.418 0.095
H 0.0252 -2.6950 1.3998 -0.130 0.010 -0.067
H 0.8361 -2.3424 -0.1128 0.015 0.143 -0.019
H 1.3292 -0.6592 1.6410 0.091 -0.365 0.185
H -0.1062 0.8240 2.4685 0.121 -0.217 0.172
H -1.1173 -0.6818 2.4986 0.057 0.140 0.082


[12]
19
Properties=species:S:1:pos:R:3:forces:R:3 method="wB97M-V/def2-TZVPD" smiles="C=C(N)CCN.O" gap_ev=9.04 relative_energy_kj_mol=223.2 energy_ha=-344.3000 e_lumo_ev=0.949 homo_energy_ev=-8.0932
C 1.4652 1.5691 -0.2480 2.253 1.125 3.066
C 0.3110 1.2509 -0.8271 -0.701 1.184 0.208
N -0.6150 2.1930 -1.2361 -1.571 0.735 -1.083
C -0.2180 -0.1514 -0.9046 -0.103 -0.938 0.726
C -1.3613 -0.3852 0.1171 0.340 0.342 1.106
N -0.7959 -0.8675 1.3889 2.862 1.080 0.851
H 1.8657 2.6304 0.0991 -1.453 -1.971 -1.411
H 1.9776 0.8476 0.4521 -0.317 0.189 -1.674
H -1.5804 1.8811 -1.2129 0.469 0.052 -0.309
H -0.5714 3.2146 -1.3391 0.840 -1.124 0.529
H -0.5916 -0.5502 -1.8489 0.204 0.872 -0.441
H 0.6322 -0.7958 -0.6755 -0.191 -0.260 0.242
H -1.8586 0.5556 0.3567 -0.316 0.146 -0.539
H -2.1018 -1.1006 -0.2159 -0.081 -0.144 -0.318
H 0.1672 -0.3214 1.4784 -2.692 -1.420 0.259
H -1.3517 -0.6832 2.2457 0.418 0.132 -1.087
O 1.3190 -2.7708 1.0563 -1.176 -0.481 0.617
H 1.1893 -3.7157 1.2165 0.567 -0.020 -0.222
H 0.4379 -2.4545 1.3816 0.649 0.502 -0.519